[1]
15
Properties=species:S:1:pos:R:3:lowdin_charge:R:1 method="wB97M-V/def2-TZVPD" lumo_energy_ev=0.6942 gap_ha=0.39093 e_tot_ha=-399.636791 homo_energy_ev=-9.944 de_lowest_kcal_mol=206.3
C 0.216 -1.362 -1.395 -0.213
C -0.356 0.247 -0.033 -0.492
C 0.964 0.035 2.996 0.000
C -0.655 1.390 -1.158 -0.045
C -1.095 2.048 -2.083 0.047
H -0.965 -1.134 -2.188 0.194
H 1.186 -1.573 -2.142 0.122
H 0.050 -2.466 -0.747 0.136
H -1.443 -0.348 0.170 0.203
H 0.873 -0.440 3.989 0.076
H 1.332 1.100 3.107 0.101
H -1.297 2.742 -3.093 0.113
N 0.375 -0.481 1.953 0.059
O 0.719 -0.447 -0.529 -0.177
O 0.094 0.688 1.153 -0.125

[2]
24
Properties=species:S:1:pos:R:3:lowdin_charge:R:1 method="wB97M-V/def2-TZVPD" lumo_energy_ev=0.8926 gap_ha=0.36144 e_tot_ha=-405.661452 homo_energy_ev=-8.943 de_lowest_kcal_mol=47.6
C 0.949 2.334 1.405 0.033
C 0.930 1.326 0.513 -0.248
C 2.259 0.769 0.075 -0.089
C -0.446 0.736 -0.202 -0.276
O -1.551 1.202 0.566 -0.053
C -0.497 -0.786 -0.421 -0.538
C -0.425 -1.629 0.848 -0.032
C -2.022 -0.921 -1.087 -0.032
N 0.436 -1.281 -1.407 0.059
H 0.041 2.811 1.767 0.055
H 1.869 2.784 1.774 0.061
H 2.429 -0.232 0.479 0.074
H 3.106 1.372 0.427 0.073
H 2.342 0.757 -1.015 0.072
H -0.463 1.248 -1.170 0.148
H -1.290 1.095 1.497 0.087
H 0.553 -2.092 1.005 0.080
H -0.624 -1.081 1.773 0.080
H -1.154 -2.446 0.833 0.077
H -2.848 -0.463 -0.537 0.065
H -2.281 -1.984 -1.119 0.062
H -2.020 -0.541 -2.113 0.068
H 0.436 -0.721 -2.256 0.084
H 0.273 -2.258 -1.634 0.087

[3]
72
Properties=species:S:1:pos:R:3:lowdin_charge:R:1 method="wB97M-V/def2-TZVPD" lumo_energy_ev="-3.5349 / -5.3679" total_charge=+1 spin_multiplicity=2 gap_ha="0.26962 / 0.20766" e_tot_ha=-6219.188069 homo_energy_ev="-10.872 / -11.018" de_lowest_kcal_mol=20.4
Pt -0.631 1.303 0.287 1.050
N -0.913 5.630 0.195 0.134
C -1.121 4.335 -0.002 -0.748
S 0.195 3.346 -0.496 0.734
N -2.415 3.935 0.111 0.039
N -2.522 2.651 -0.102 -0.125
C -3.723 2.161 -0.357 -0.037
C -3.856 0.930 -1.010 -0.157
C -5.171 0.413 -1.234 -0.036
C -5.383 -0.650 -2.048 -0.056
C -4.280 -1.247 -2.724 -0.026
C -3.012 -0.791 -2.561 0.015
C -2.725 0.290 -1.674 -0.335
O -1.506 0.643 -1.532 -0.195
H 0.015 6.016 0.151 0.114
H -1.700 6.235 0.370 0.126
H -4.597 2.780 -0.159 0.142
H -6.000 0.904 -0.740 0.122
H -6.381 -1.036 -2.201 0.113
H -4.462 -2.090 -3.379 0.119
H -2.167 -1.248 -3.060 0.112
C -1.536 -1.140 3.688 0.026
C -0.994 -0.198 2.668 -0.265
N -1.438 -0.161 1.448 -0.153
O -2.502 -0.999 1.162 -0.004
C 0.052 0.724 2.978 -0.280
C 0.760 0.778 4.289 0.005
N 0.408 1.520 1.979 -0.319
O 1.354 2.318 2.062 -0.112
H -2.005 -2.001 3.224 0.087
H -2.286 -0.627 4.295 0.112
H -0.735 -1.465 4.348 0.092
H -3.045 -0.520 0.516 0.077
H 0.057 0.673 5.116 0.089
H 1.273 1.731 4.382 0.088
H 1.506 -0.016 4.367 0.082
C 3.634 2.388 -0.720 -0.247
Ge 2.758 0.976 -1.747 0.682
C 1.729 1.674 -3.257 -0.243
C 4.149 -0.269 -2.345 -0.234
Ge 1.250 -0.365 -0.347 0.939
C 2.064 -1.064 1.278 -0.340
C 1.721 -2.307 1.815 -0.102
C 2.398 -2.814 2.915 -0.072
C 3.443 -2.095 3.482 -0.077
C 3.801 -0.863 2.953 -0.074
C 3.112 -0.351 1.862 -0.124
C 0.342 -1.789 -1.322 -0.333
C 0.636 -1.895 -2.683 -0.125
C 0.116 -2.928 -3.451 -0.076
C -0.713 -3.875 -2.867 -0.077
C -1.017 -3.782 -1.515 -0.069
C -0.491 -2.750 -0.750 -0.122
H 4.140 3.047 -1.429 0.031
H 4.393 1.955 -0.069 0.019
H 2.950 2.974 -0.112 -0.026
H 2.367 2.319 -3.863 0.030
H 0.871 2.253 -2.920 -0.030
H 1.365 0.863 -3.887 0.012
H 4.939 0.303 -2.834 0.027
H 3.776 -1.012 -3.047 0.016
H 4.584 -0.788 -1.490 0.022
H 0.939 -2.904 1.361 0.081
H 2.126 -3.781 3.317 0.108
H 3.981 -2.498 4.329 0.110
H 4.616 -0.300 3.389 0.113
H 3.387 0.623 1.475 0.078
H 1.281 -1.167 -3.161 0.062
H 0.363 -2.995 -4.503 0.111
H -1.114 -4.686 -3.460 0.109
H -1.659 -4.520 -1.052 0.110
H -0.747 -2.704 0.297 0.078

[4]
21
Properties=species:S:1:pos:R:3:lowdin_charge:R:1 method="wB97M-V/def2-TZVPD" lumo_energy_ev="-4.1647 / -7.3633" total_charge=+1 gap_ha="0.36295 / 0.17195" e_tot_ha=-909.064856 homo_energy_ev="-14.041 / -12.042" de_lowest_kcal_mol=93.2
C 0.370 1.006 -1.389 0.077
C 0.465 -0.154 -0.635 0.032
C -0.798 1.157 0.452 -0.303
C -1.680 1.898 1.383 0.048
C -0.879 3.093 -1.141 -0.009
N -0.406 1.842 -0.696 -0.063
N -0.276 0.043 0.443 0.178
N 1.393 -5.007 0.683 -0.095
O 1.641 -2.582 -0.261 -0.384
O 2.877 -3.438 1.698 -0.294
S 2.293 -3.646 0.470 0.712
H 0.550 1.133 -2.470 0.174
H 1.077 -1.015 -0.859 0.079
H -2.695 1.656 1.001 0.130
H -1.686 1.552 2.442 0.122
H -1.435 2.970 1.294 0.083
H -1.751 3.048 -1.812 0.118
H -1.051 3.698 -0.221 0.099
H -0.114 3.545 -1.894 0.146
H 1.422 -5.465 1.531 0.038
H 0.684 -5.334 -0.019 0.113

[5]
17
Properties=species:S:1:pos:R:3:lowdin_charge:R:1 method="wB97M-V/def2-TZVPD" lumo_energy_ev=0.7176 gap_ha=0.36530 e_tot_ha=-649.056149 homo_energy_ev=-9.223 de_lowest_kcal_mol=16.2
N 1.494 2.286 -0.461 -0.010
C 1.438 1.159 0.483 -0.310
C 0.465 0.106 0.021 -0.279
C 0.338 -1.024 1.085 -0.598
S -0.346 -2.553 0.404 0.688
H 1.149 2.017 -1.371 0.055
H 2.457 2.582 -0.542 0.059
H 1.259 1.535 1.494 0.111
H 2.396 0.635 0.571 0.108
H 0.846 -0.499 -0.801 0.088
H -0.554 0.442 -0.157 0.108
H 1.267 -1.243 1.605 0.067
H -0.320 -0.724 1.892 0.064
H 0.752 -2.953 -0.253 -0.147
O -4.470 -0.360 -1.173 -0.017
H -4.540 -1.289 -1.370 0.033
H -3.630 -0.116 -1.428 -0.020

[6]
14
Properties=species:S:1:pos:R:3:lowdin_charge:R:1 method="wB97M-V/def2-TZVPD" lumo_energy_ev=0.9879 gap_ha=0.39021 e_tot_ha=-270.509414 homo_energy_ev=-9.630 de_lowest_kcal_mol=30.4
C -1.285 -0.886 -0.503 -0.074
C -0.485 0.405 -0.561 -0.290
C -0.288 1.144 0.715 -0.074
C 0.921 0.563 -0.001 -0.205
C 1.714 -0.633 0.376 -0.227
O 1.273 -1.755 0.495 0.042
H -1.273 -1.334 0.495 0.076
H -2.326 -0.641 -0.742 0.078
H -0.949 -1.652 -1.207 0.077
H -0.661 0.989 -1.462 0.132
H -0.650 0.677 1.627 0.114
H -0.343 2.229 0.700 0.103
H 1.546 1.352 -0.418 0.130
H 2.807 -0.458 0.484 0.119